Model one:
9
Properties=species:S:1:pos:R:3 method="wB97M-V/def2-TZVPD" multiplicity=1 smiles=CC1(S)SS1 orbital_gap_ev=8.499 lumo_energy_ev=-0.1
C 0.12 0.44 -0.25
C 1.50 -0.07 -0.09
S 1.13 -2.22 -0.08
S 2.63 0.76 1.11
S 2.93 0.49 -0.91
H -0.44 -0.04 0.54
H -0.44 0.19 -1.11
H 0.11 1.51 -0.21
H 2.18 -2.77 -0.91


Model two:
9
Properties=species:S:1:pos:R:3 method="wB97M-V/def2-TZVPD" multiplicity=1 orbital_gap_ev=8.486 lumo_energy_ev=0.3
C -1.12 -0.06 0.26
C 0.95 -0.26 0.23
S -1.83 0.41 1.92
S -1.98 -1.40 1.04
S -1.78 0.79 -1.12
H 1.03 -0.82 -0.59
H 1.07 -0.56 1.23
H 1.23 0.76 0.07
H -2.90 1.30 -0.47


Model three:
9
Properties=species:S:1:pos:R:3 method="wB97M-V/def2-TZVPD" multiplicity=1 orbital_gap_ev=8.072 lumo_energy_ev=-0.9
C 0.39 0.62 -0.51
C 0.50 -0.19 0.64
H -1.98 0.13 -1.45
H 0.59 2.01 -0.27
H 1.47 0.15 -1.01
H -0.82 -1.62 2.08
S -0.73 0.35 -2.11
S -1.09 -0.39 1.46
S 1.69 -1.05 1.17


Of them, the most stable is model one and the least stable is model three.


Model one:
15
Properties=species:S:1:pos:R:3 method="wB97M-V/def2-TZVPD" multiplicity=1 orbital_gap_ev="9.094 / 7.853" lumo_energy_ev="-1.1 / -0.7"
C 1.54 0.50 1.45
C -0.39 1.51 -0.60
C -0.77 0.30 0.28
C 0.43 -0.25 1.18
N 2.48 0.94 1.94
N 1.42 -1.60 -0.69
S 0.07 -1.49 2.35
H 0.26 1.22 -1.46
H -1.27 1.81 -1.01
H 0.28 2.37 -0.23
H -0.94 -0.59 -0.34
H -1.67 0.56 0.92
H 1.56 -2.50 -0.10
H 2.34 -1.26 -0.67
H -1.27 -1.38 2.61


Model two:
15
Properties=species:S:1:pos:R:3 method="wB97M-V/def2-TZVPD" multiplicity=1 smiles="C=CNC(=S)CN" orbital_gap_ev=8.497 lumo_energy_ev=0.1
C -1.72 -0.81 0.46
C -0.78 -1.26 -0.36
N 0.54 -1.23 -0.25
C 1.47 -0.32 0.06
S 3.14 -0.50 -0.02
C 0.99 1.22 0.26
N -0.23 1.57 -0.62
H -2.80 -0.84 0.32
H -1.39 -0.69 1.50
H -0.95 -1.86 -1.31
H 0.99 -1.91 -0.75
H 1.79 1.87 0.12
H 0.64 1.15 1.43
H -0.53 2.57 -0.47
H -1.17 1.04 -0.38


Model three:
15
Properties=species:S:1:pos:R:3 method="wB97M-V/def2-TZVPD" multiplicity=1 smiles="CN(C)/C=N/C=S" orbital_gap_ev=8.207 lumo_energy_ev=0.1
C -2.05 -0.45 -0.39
N -0.58 -0.29 -0.31
C 0.32 -1.44 -0.85
C 0.06 0.72 0.31
N 1.31 0.67 0.44
C 1.99 1.64 1.18
S 3.62 2.14 1.12
H -2.58 0.39 0.19
H -2.10 -1.41 0.07
H -2.34 -0.50 -1.42
H 1.32 -1.32 -0.65
H 0.19 -1.45 -2.01
H 0.07 -2.39 -0.45
H -0.63 1.51 0.79
H 1.37 2.16 1.98


Of them, the most stable is model three and the least stable is model one.